# 1
The following is a quantum chemistry calculation of an isolated molecule of CH7BN2, from the OMol25 dataset.

As for the charge: 0. The LUMO energy is 0.024 hartree. As for the HOMO-LUMO gap: 9.842 eV. The value obtained for the total energy is -176.75887 hartree. The calculation puts the relative energy (zero: lowest compared OMol25 entry of this formula, charge and spin) at 0.0 kcal per mole. As for the SMILES: CB(N)N.

Geometry (Å):
C (-1.27, 0.32, -0.05)
B (0.28, -0.05, 0.00)
N (0.89, -0.68, -1.10)
N (1.04, 0.22, 1.15)
H (-1.87, -0.50, 0.34)
H (-1.61, 0.52, -1.06)
H (-1.50, 1.20, 0.56)
H (0.40, -0.91, -1.94)
H (1.86, -0.96, -1.11)
H (0.66, 0.66, 1.97)
H (2.01, -0.01, 1.24)

---

# 2
The following is a quantum chemistry calculation of a structure of composition C10H18Cl6MgO4, from the OMol25 dataset.

As for the charge: 0. The LUMO energy is -0.074 hartree. As for the HOMO-LUMO gap: 7.347 eV. The value obtained for the total energy is -3654.16176 hartree. The calculation puts the relative energy (zero: lowest compared OMol25 entry of this formula, charge and spin) at 20.9 kcal per mole.

Geometry (Å):
Mg (1.11, 1.64, -2.51)
C (-0.74, -0.51, 0.07)
C (-0.10, 0.31, -0.99)
O (0.10, -0.11, -2.18)
O (0.26, 1.51, -0.73)
H (-0.10, -1.27, 0.51)
H (-1.61, -1.04, -0.32)
H (-1.08, 0.16, 0.86)
C (3.11, -0.26, -0.51)
C (3.77, 0.54, -1.63)
O (2.99, 1.36, -2.31)
O (4.95, 0.46, -1.82)
H (2.48, 0.39, 0.09)
H (3.88, -0.65, 0.14)
H (2.55, -1.10, -0.93)
Cl (-0.54, 4.07, 3.49)
C (-1.18, 3.54, 1.91)
C (-2.06, 4.55, 1.25)
Cl (-3.43, 5.01, 2.26)
H (-1.73, 2.61, 2.10)
H (-0.36, 3.12, 1.32)
H (-2.49, 4.09, 0.36)
H (-1.51, 5.43, 0.91)
Cl (0.66, -3.89, 3.56)
C (1.39, -2.29, 3.28)
C (0.43, -1.21, 3.69)
Cl (1.31, 0.34, 3.80)
H (1.66, -2.21, 2.23)
H (2.31, -2.24, 3.87)
H (0.02, -1.43, 4.67)
H (-0.38, -1.07, 2.99)
Cl (-1.01, -2.56, -5.54)
C (-1.25, -2.77, -3.80)
C (-2.53, -2.15, -3.32)
Cl (-3.98, -2.80, -4.15)
H (-0.41, -2.32, -3.28)
H (-1.26, -3.84, -3.58)
H (-2.55, -1.08, -3.49)
H (-2.69, -2.34, -2.26)